This record from the Open Molecules 2025 dataset describes a cluster of 16 separate species, C78H107N7O32 in total at a distorted geometry. The level of theory is ωB97M-V with the def2-TZVPD basis set.

CARTESIAN COORDINATES (ANGSTROEM)
O (-26.6930, 14.7419, 19.2838)
C (-25.5398, 15.0613, 19.2338)
O (-25.1544, 16.3369, 18.9152)
C (-26.2487, 17.2181, 18.4868)
C (-26.7481, 16.8294, 17.0674)
C (-24.3435, 14.2014, 19.3753)
H (-25.8131, 18.2010, 18.4436)
H (-27.0297, 17.3006, 19.2521)
H (-27.4048, 15.9770, 17.1191)
H (-25.8456, 16.5897, 16.5259)
H (-27.2217, 17.6335, 16.5145)
H (-23.7969, 14.5292, 20.2401)
H (-23.6452, 14.1414, 18.5629)
H (-24.7619, 13.2033, 19.6243)
O (-19.9584, 16.5979, 20.7602)
C (-21.1517, 16.7463, 20.6122)
O (-21.7110, 16.7547, 19.4232)
C (-20.9886, 16.5048, 18.2170)
C (-20.8906, 14.9761, 17.9436)
C (-22.1742, 16.8327, 21.6921)
H (-19.9647, 16.8926, 18.3432)
H (-21.4779, 17.1193, 17.4441)
H (-20.2750, 14.7891, 17.0687)
H (-21.8367, 14.5716, 17.7117)
H (-20.4342, 14.5685, 18.8394)
H (-21.9641, 16.0519, 22.4183)
H (-23.1724, 16.7340, 21.2792)
H (-22.0447, 17.7366, 22.3216)
O (-24.6818, 4.7984, 21.1789)
C (-25.9112, 4.8382, 21.2662)
O (-26.5224, 5.9641, 21.5906)
C (-25.7033, 7.1721, 21.8033)
C (-26.4912, 8.3669, 21.4125)
C (-26.8744, 3.6957, 21.0191)
H (-24.8443, 7.1431, 21.1274)
H (-25.4775, 7.1812, 22.8769)
H (-25.9851, 9.3123, 21.6047)
H (-27.4524, 8.4099, 21.9010)
H (-26.7250, 8.3179, 20.3663)
H (-26.8000, 2.9761, 21.8438)
H (-26.5056, 3.3281, 20.0641)
H (-27.8999, 4.0096, 20.9653)
O (-28.7179, 9.1214, 18.7154)
C (-28.6626, 9.1456, 17.4497)
O (-27.7778, 9.8736, 16.8226)
C (-26.7618, 10.6248, 17.5347)
C (-26.7536, 12.0821, 17.1920)
C (-29.3523, 8.2698, 16.4390)
H (-25.8179, 10.1262, 17.2486)
H (-26.9398, 10.5625, 18.6019)
H (-27.7190, 12.5565, 17.3520)
H (-26.6130, 12.1226, 16.0843)
H (-25.9521, 12.6992, 17.6411)
H (-28.9565, 7.2616, 16.6046)
H (-29.0506, 8.6342, 15.4857)
H (-30.4227, 8.3637, 16.6342)
O (-14.8592, 11.3538, 15.5399)
C (-14.1480, 12.2888, 16.0003)
O (-14.5280, 13.2558, 16.8505)
C (-15.9488, 13.2318, 17.1851)
C (-16.3202, 14.7049, 17.4582)
C (-12.6767, 12.5031, 15.7093)
H (-16.1715, 12.5820, 18.0980)
H (-16.5007, 12.7852, 16.3983)
H (-15.7453, 15.1350, 18.2744)
H (-17.3942, 14.8544, 17.6298)
H (-16.1225, 15.3161, 16.5830)
H (-12.6397, 13.1859, 14.8306)
H (-12.2013, 11.5114, 15.4437)
H (-12.1717, 12.9061, 16.5726)
O (-19.3850, 7.1296, 15.4126)
C (-18.9523, 7.5937, 16.4485)
O (-18.0731, 8.6009, 16.4674)
C (-17.4984, 9.0594, 15.2489)
C (-18.4326, 9.8489, 14.3189)
C (-19.4067, 7.2459, 17.8493)
H (-17.2588, 8.1940, 14.6347)
H (-16.5903, 9.6377, 15.4568)
H (-17.8622, 10.0609, 13.4390)
H (-18.7371, 10.7641, 14.8260)
H (-19.4109, 9.3493, 14.0808)
H (-19.7222, 8.2028, 18.3528)
H (-18.5914, 6.7843, 18.4308)
H (-20.3132, 6.6628, 17.7891)
O (-23.2466, 13.5157, 22.6481)
C (-22.6720, 12.5474, 23.1574)
O (-21.3780, 12.4190, 23.1090)
C (-20.5420, 13.2703, 22.3412)
C (-19.7898, 14.2671, 23.2179)
C (-23.2560, 11.4746, 24.0282)
H (-21.1759, 13.8402, 21.6677)
H (-19.8606, 12.6343, 21.7365)
H (-19.0981, 13.7505, 23.8613)
H (-20.4516, 14.9332, 23.7934)
H (-19.2384, 14.9533, 22.5650)
H (-24.2149, 11.1865, 23.6649)
H (-23.4256, 11.8857, 25.0506)
H (-22.5367, 10.6607, 24.1800)
O (-18.4340, 13.5903, 14.7229)
C (-18.0366, 14.0652, 13.6978)
O (-18.7061, 13.8695, 12.5714)
C (-19.8667, 12.9613, 12.5813)
C (-20.9073, 13.4387, 11.6047)
C (-16.8553, 14.9519, 13.4412)
H (-20.3407, 12.9482, 13.5840)
H (-19.4050, 12.0210, 12.2392)
H (-20.4774, 13.6508, 10.6261)
H (-21.3665, 14.3420, 12.0590)
H (-21.6677, 12.6388, 11.5005)
H (-16.0228, 14.6660, 14.1326)
H (-17.1839, 15.9479, 13.6431)
H (-16.5364, 14.9111, 12.4195)
O (-23.1035, 7.9524, 18.6681)
C (-23.9132, 7.8029, 17.7494)
O (-23.7034, 8.2579, 16.5461)
C (-22.3785, 8.8391, 16.2668)
C (-22.6044, 9.8003, 15.0897)
C (-25.2455, 7.2047, 17.9038)
H (-21.6763, 8.0262, 16.0763)
H (-21.9675, 9.2897, 17.1613)
H (-21.6257, 10.2186, 14.7643)
H (-23.2956, 10.5777, 15.4641)
H (-23.0066, 9.2873, 14.2081)
H (-25.2692, 6.6115, 18.8110)
H (-25.7140, 6.6919, 17.0565)
H (-25.8611, 8.0409, 18.1920)
C (-26.7446, 12.7142, 22.2694)
C (-27.4370, 12.2436, 21.1737)
C (-28.5755, 11.4439, 21.3327)
C (-28.9815, 11.1751, 22.6253)
C (-28.3364, 11.7000, 23.7526)
C (-27.1828, 12.4440, 23.5589)
N (-30.1656, 10.3148, 22.8731)
O (-30.9476, 10.2040, 21.9688)
O (-30.2572, 9.7880, 23.9521)
H (-25.9228, 13.3472, 22.0442)
H (-27.1913, 12.5823, 20.1812)
H (-29.0819, 11.0214, 20.4765)
H (-28.6867, 11.4107, 24.7075)
H (-26.7378, 12.9103, 24.4085)
C (-21.7770, 7.6173, 21.4869)
C (-21.6508, 8.3203, 22.6713)
C (-21.7296, 7.6541, 23.8614)
C (-22.0554, 6.3337, 23.8991)
C (-22.3186, 5.6283, 22.7223)
C (-22.1696, 6.2921, 21.4847)
N (-22.1958, 5.5876, 25.1784)
O (-22.0401, 6.2285, 26.1972)
O (-22.4094, 4.4093, 25.0878)
H (-21.6752, 8.1712, 20.5658)
H (-21.3753, 9.3275, 22.5203)
H (-21.5807, 8.0524, 24.8644)
H (-22.5983, 4.5988, 22.8253)
H (-22.3450, 5.8496, 20.5161)
C (-18.6104, 4.4517, 24.4416)
C (-18.6917, 5.6819, 25.0704)
C (-18.6726, 6.8688, 24.3505)
C (-18.5552, 6.7873, 22.9823)
C (-18.3597, 5.5808, 22.3276)
C (-18.2973, 4.3933, 23.0917)
N (-18.4633, 8.0417, 22.1471)
O (-18.3467, 9.1015, 22.6929)
O (-18.5102, 7.8781, 20.9253)
H (-18.7051, 3.5374, 24.9994)
H (-18.8606, 5.7471, 26.1280)
H (-18.7764, 7.8339, 24.8027)
H (-18.1788, 5.6520, 21.2555)
H (-18.0778, 3.4522, 22.5332)
C (-14.8584, 11.3072, 24.4240)
C (-14.2005, 12.3908, 23.9207)
C (-14.7092, 13.1317, 22.8642)
C (-15.9466, 12.7500, 22.3997)
C (-16.6916, 11.7107, 22.9272)
C (-16.1115, 11.0031, 23.9676)
N (-16.6908, 13.5942, 21.3666)
O (-17.5500, 13.0520, 20.7112)
O (-16.4261, 14.7686, 21.2720)
H (-14.3949, 10.7639, 25.2343)
H (-13.2161, 12.6844, 24.2839)
H (-14.2057, 13.9442, 22.3658)
H (-17.7221, 11.5189, 22.6696)
H (-16.6676, 10.1906, 24.4478)
C (-18.9219, 11.3783, 18.0605)
C (-19.0627, 10.8032, 19.2945)
C (-20.2954, 10.6556, 19.9023)
C (-21.4258, 11.0119, 19.1589)
C (-21.2798, 11.5205, 17.8837)
C (-20.0299, 11.7151, 17.3420)
N (-22.8289, 10.8116, 19.7688)
O (-23.8287, 10.9811, 19.0810)
O (-22.8724, 10.4681, 20.9364)
H (-17.9110, 11.5304, 17.6628)
H (-18.1630, 10.4453, 19.8083)
H (-20.3152, 10.2755, 20.9032)
H (-22.1094, 11.8110, 17.2788)
H (-20.0117, 12.2599, 16.4085)
C (-24.3000, 16.9816, 13.0234)
C (-22.9545, 16.7534, 13.3090)
C (-22.5744, 15.6861, 14.0950)
C (-23.5498, 14.8200, 14.5697)
C (-24.9186, 15.0508, 14.3275)
C (-25.2709, 16.1401, 13.5200)
N (-23.1732, 13.6095, 15.4068)
O (-22.0104, 13.2471, 15.3935)
O (-24.0128, 13.0705, 16.0899)
H (-24.6512, 17.7757, 12.4075)
H (-22.2045, 17.3940, 12.8663)
H (-21.5917, 15.3742, 14.3991)
H (-25.6927, 14.4139, 14.7396)
H (-26.3198, 16.3158, 13.3973)
C (-15.5326, 9.6081, 20.2991)
C (-15.6401, 9.3015, 18.9513)
C (-14.5336, 9.4691, 18.1411)
C (-13.3290, 9.8373, 18.7462)
C (-13.2096, 10.1735, 20.0975)
C (-14.3199, 10.0306, 20.8766)
N (-12.0655, 9.8376, 17.8420)
O (-11.0503, 10.2367, 18.3694)
O (-12.1606, 9.4160, 16.7108)
H (-16.4517, 9.5477, 20.8850)
H (-16.5958, 8.9904, 18.5037)
H (-14.5624, 9.2957, 17.0698)
H (-12.2198, 10.4940, 20.5011)
H (-14.3615, 10.1847, 21.9518)

Values from the calculation:
Energy above the lowest of the compared OMol25 structures with the same formula, charge and spin ... 0.0 kJ/mol
HOMO level ... -9.30 eV
LUMO level ... -1.07 eV
E ... -5826.80603 Ha